1.
This record from OMol25 describes a molecular structure, C20H44BCl5F7KMgN2NaO8P2S2 at a distorted geometry. The level of theory is the ωB97M-V functional and the def2-TZVPD basis.

Geometry as XYZ:
```
94
Properties=species:S:1:pos:R:3:forces:R:3:lowdin_charge:R:1
C 6.672 0.202 0.719 -0.4 -0.2 0.1 -0.139
C 5.990 0.795 -0.527 0.3 -0.4 0.7 -0.238
C 5.621 2.254 -0.309 -0.8 0.3 -0.7 -0.318
C 5.085 2.971 -1.603 -0.6 -0.1 1.0 -0.211
C 3.834 2.248 -2.278 0.7 1.3 -0.1 -0.156
C 2.483 3.058 -2.241 0.8 -0.2 0.2 -0.258
C 1.311 2.355 -2.933 0.2 0.2 0.2 -0.173
C -0.081 2.739 -2.392 0.4 -0.4 0.3 -0.125
C -1.009 1.495 -2.280 0.6 0.2 -0.7 -0.074
C -0.749 0.864 -0.976 -1.2 -0.4 0.4 -0.226
N 0.015 -0.154 -0.850 0.7 0.6 -0.7 0.168
C 0.199 -0.653 0.550 1.0 0.8 -0.8 -0.354
C -0.798 -1.779 0.743 -0.4 -0.2 0.6 -0.135
C -0.359 -3.231 0.724 -0.7 -0.9 -0.7 -0.379
C 0.038 -3.501 -0.732 0.6 -0.4 0.4 -0.005
O -1.519 -3.972 1.077 0.0 0.0 -0.2 -0.006
P 2.025 -0.934 0.728 1.2 -0.6 1.1 0.497
O 2.409 -1.585 1.955 -0.2 -0.4 1.0 -0.202
O 2.637 -1.680 -0.542 -1.1 0.7 -0.6 -0.081
O 2.711 0.537 0.698 -1.0 0.2 -0.8 -0.139
C -0.190 0.652 1.305 -0.4 0.8 0.4 -0.595
S -0.732 0.541 3.014 -0.7 0.0 0.1 0.794
C -1.276 1.251 0.372 -0.1 0.2 -0.8 -0.330
P -3.016 0.595 0.627 -1.4 0.6 -0.3 1.147
C -3.766 1.535 2.015 0.7 0.3 -0.3 -0.227
C -4.017 0.950 -0.833 -0.3 0.6 1.3 -0.381
H 6.486 0.818 1.596 0.0 0.1 0.1 -0.008
H 6.276 -0.780 0.963 0.0 -0.2 -0.2 0.077
H 7.747 0.138 0.616 0.1 0.0 0.0 0.042
H 6.681 0.673 -1.358 -0.1 0.2 -0.3 0.123
H 5.111 0.185 -0.714 -0.2 0.1 -0.3 0.080
H 6.489 2.786 0.078 0.1 0.1 -0.1 0.031
H 4.857 2.306 0.518 0.4 -0.4 -0.7 -0.060
H 4.825 4.030 -1.320 1.1 -1.0 -1.3 0.027
H 5.919 3.055 -2.287 0.0 0.0 -0.3 0.119
H 3.767 1.245 -1.864 -0.4 -0.1 0.1 0.088
H 4.108 2.130 -3.322 -0.2 -0.1 -0.2 0.122
H 2.668 4.045 -2.731 -0.2 -0.5 0.5 0.138
H 2.233 3.255 -1.173 -1.0 -1.0 -1.8 -0.017
H 1.469 1.278 -2.848 0.0 -0.1 0.0 0.106
H 1.378 2.585 -3.992 -0.1 -0.2 -0.2 0.132
H -0.531 3.525 -2.985 -0.2 0.1 -0.1 0.128
H 0.058 3.123 -1.377 -0.1 0.4 0.0 0.098
H -2.058 1.719 -2.445 -0.1 0.1 0.2 0.097
H -0.713 0.790 -3.058 -0.3 -0.1 -0.1 0.132
H 0.440 -0.510 -1.706 -0.2 -0.5 0.2 0.166
H -1.447 -1.710 -0.134 -0.3 0.0 0.3 0.104
H -1.436 -1.633 1.611 0.3 0.2 0.4 0.102
H 0.396 -3.576 1.424 0.2 0.6 0.2 0.155
H -0.270 -2.617 -1.295 0.2 -0.6 -0.8 0.057
H 1.092 -3.747 -0.834 0.2 0.2 -0.1 0.084
H -0.460 -4.394 -1.089 -0.3 0.0 -0.3 0.107
H -2.086 -4.069 0.297 0.1 0.0 0.2 0.107
H 1.966 -1.888 -1.213 0.4 -0.5 0.0 0.064
H 2.213 1.088 0.070 0.5 0.0 0.0 0.047
H 0.572 1.429 1.317 0.5 -0.4 -0.3 0.090
H 0.420 0.477 3.702 0.2 -0.1 -0.5 -0.111
H -1.357 2.341 0.342 0.0 0.1 0.6 0.139
H -3.177 2.437 2.178 0.1 0.0 0.3 0.049
H -4.765 1.858 1.743 -0.2 -0.3 -0.1 0.057
H -3.782 0.920 2.908 0.0 0.0 0.2 0.047
H -3.834 0.219 -1.620 -0.5 1.4 0.1 -0.014
H -3.805 2.081 -1.267 -0.4 -0.6 0.1 -0.085
H -5.070 0.906 -0.589 -0.2 0.1 0.5 0.050
Cl -4.814 2.702 -2.549 0.0 0.5 -0.5 0.146
Cl 8.555 2.564 1.674 -0.1 0.5 0.8 -0.242
N -6.857 1.212 -5.182 0.1 0.1 0.2 0.298
H -6.323 1.732 -4.478 0.2 0.0 0.2 0.051
H -6.365 1.241 -6.079 -0.1 -0.1 0.0 0.149
H -6.962 0.237 -4.891 0.0 0.0 -0.1 0.164
H -7.786 1.630 -5.293 -0.1 -0.2 -0.1 0.142
B -2.762 -1.680 -3.013 0.1 -1.4 -0.9 -1.203
F -1.380 -1.628 -3.349 0.0 0.5 0.4 0.086
F -3.106 -2.983 -2.679 0.1 0.5 0.2 0.142
F -2.962 -0.827 -1.859 2.0 -2.3 -1.0 0.011
F -3.536 -1.216 -4.070 0.1 0.4 0.3 0.129
K 3.349 4.253 0.026 0.0 1.7 2.5 0.654
O -8.637 0.715 -7.632 0.0 -0.3 0.3 -0.289
H -8.026 1.214 -7.095 0.2 0.5 -0.3 -0.180
Na 8.962 2.794 4.197 0.1 -0.1 -0.5 0.486
Mg 5.196 3.267 2.677 0.3 0.1 0.5 0.598
C -0.290 -1.333 6.464 0.1 -0.2 0.2 -1.503
Cl -1.150 0.162 6.031 -0.1 0.1 0.2 0.503
Cl 0.588 -1.968 5.075 0.1 0.0 0.0 0.555
Cl 0.807 -1.053 7.814 0.0 0.1 0.0 0.544
H -1.032 -2.066 6.760 0.0 -0.1 -0.1 -0.022
C -2.452 -5.973 4.939 0.1 -0.2 -0.1 -0.664
F -2.180 -5.537 3.697 0.0 0.0 0.2 0.106
F -3.366 -6.947 4.842 0.1 0.2 0.0 0.126
F -1.328 -6.510 5.439 -0.2 0.1 -0.1 0.119
S -3.059 -4.603 6.001 -0.5 0.3 0.5 0.466
O -4.250 -4.129 5.334 0.0 0.0 -0.4 -0.284
O -1.964 -3.650 5.991 0.3 0.1 -0.2 -0.340
O -3.299 -5.214 7.281 0.1 -0.3 0.1 -0.269
```
Forces are in eV/Å.

Summary:
net charge = +1

2.
This record from OMol25 describes 6 unconnected molecules or ions with the total composition C20H44Br8O6 at a distorted geometry. The level of theory is the ωB97M-V functional and the def2-TZVPD basis.

Geometry as XYZ:
```
78
Properties=species:S:1:pos:R:3:forces:R:3:lowdin_charge:R:1
C 15.695 9.501 6.219 0.8 0.2 2.0 -0.081
O 16.257 8.606 7.205 0.2 0.2 -0.5 -0.179
C 16.457 9.201 8.489 -1.3 -1.5 -0.1 -0.196
C 16.697 8.121 9.539 -1.6 0.6 1.5 -0.135
O 15.463 7.437 9.931 0.6 0.8 -1.1 -0.130
C 15.608 6.690 11.097 -0.5 0.9 0.6 -0.254
C 16.462 5.483 10.998 2.3 -0.5 -1.8 -0.148
O 17.933 5.613 10.815 -2.1 -0.3 -0.6 -0.212
C 18.638 6.075 11.916 0.1 0.0 0.5 -0.143
H 15.620 9.038 5.276 -0.4 -1.2 -0.8 0.067
H 16.332 10.361 6.002 0.1 0.3 0.5 0.084
H 14.743 9.810 6.629 -0.4 0.4 -0.4 0.083
H 15.611 9.846 8.713 -0.2 0.1 0.3 0.121
H 17.347 9.752 8.520 1.5 1.3 -0.3 0.101
H 17.158 8.568 10.495 -0.5 -0.4 -1.4 0.149
H 17.350 7.405 9.117 1.0 -0.8 -0.3 0.108
H 14.616 6.319 11.417 0.2 0.2 -0.4 0.140
H 15.893 7.391 11.885 0.4 -0.1 0.4 0.109
H 16.186 4.937 10.072 -0.1 0.1 0.7 0.146
H 16.328 4.901 11.868 -0.4 -1.0 1.0 0.105
H 19.620 6.263 11.532 0.8 0.2 -0.1 0.076
H 18.773 5.307 12.734 -0.6 0.8 -0.5 0.104
H 18.221 7.045 12.226 0.2 -0.3 0.6 0.079
C 12.251 14.441 16.633 1.4 3.2 3.9 -0.206
O 12.279 13.719 15.526 -0.4 -1.4 -2.1 -0.180
C 10.960 13.264 15.243 0.1 1.0 -1.4 -0.163
C 10.012 14.436 14.846 0.0 -0.1 1.3 -0.158
O 10.542 15.469 14.002 -0.3 -0.9 1.6 -0.111
C 11.176 15.038 12.841 0.7 -1.5 -1.0 -0.214
C 10.226 14.572 11.724 0.5 0.8 -1.5 -0.202
O 10.099 13.151 11.753 0.7 0.2 -0.5 -0.230
C 9.630 12.503 10.553 -1.1 0.0 1.5 -0.090
H 13.224 14.927 16.910 -0.3 -0.6 -0.8 0.109
H 12.036 13.859 17.526 -0.5 -0.3 0.3 0.073
H 11.592 15.321 16.646 -0.3 -0.3 -0.3 0.100
H 10.537 12.686 16.056 -0.2 0.1 0.5 0.122
H 11.097 12.608 14.425 0.0 -0.8 -1.0 0.101
H 9.705 14.852 15.824 0.3 0.7 -0.6 0.119
H 9.061 14.063 14.485 -0.1 -0.5 -0.6 0.121
H 11.913 14.165 12.969 -0.9 1.3 0.2 0.108
H 11.766 15.890 12.510 -0.1 0.0 -0.1 0.117
H 10.616 15.002 10.728 -0.1 -1.2 1.1 0.141
H 9.254 15.078 11.764 -0.2 -0.2 0.5 0.122
H 8.636 12.962 10.367 0.2 -0.7 -0.2 0.085
H 9.551 11.404 10.870 0.1 1.6 -0.9 0.113
H 10.223 12.677 9.645 0.4 -0.2 0.4 0.080
Br 14.434 10.385 13.394 -0.2 -1.4 0.1 0.664
C 13.991 12.177 12.974 3.5 1.0 0.9 -0.755
C 15.263 12.742 12.274 0.3 -1.8 -1.4 -0.745
Br 14.978 14.628 12.125 0.2 0.5 -0.3 0.665
H 14.005 12.689 13.937 -1.0 0.0 -0.2 -0.005
H 13.142 12.247 12.356 -1.1 0.1 -0.4 0.036
H 15.378 12.246 11.245 -0.3 1.1 1.3 0.076
H 16.258 12.533 12.762 -1.4 0.4 0.0 0.062
Br 19.014 10.147 15.468 0.0 -0.1 0.5 0.580
C 18.769 9.978 17.403 0.0 -0.3 1.5 -0.716
C 18.996 11.342 18.090 -1.2 -0.1 -1.0 -0.748
Br 18.957 11.105 20.005 -0.2 0.0 0.1 0.627
H 19.583 9.352 17.869 -1.0 0.1 -1.1 0.061
H 17.742 9.534 17.614 1.5 0.7 -0.4 0.075
H 18.243 12.098 17.794 0.4 -0.5 0.3 0.002
H 19.977 11.694 17.850 0.5 0.2 -0.1 0.036
Br 18.286 17.768 16.908 0.4 0.2 -0.3 0.649
C 17.759 16.222 17.903 -1.2 0.0 0.7 -0.783
C 16.742 16.697 18.958 0.3 0.8 -0.1 -0.703
Br 16.213 15.009 19.784 -0.3 0.3 0.4 0.625
H 18.605 15.694 18.382 -0.4 0.6 -0.4 0.064
H 17.211 15.547 17.250 0.4 0.0 -0.3 0.027
H 15.829 17.253 18.557 1.3 -1.1 0.3 0.082
H 17.256 17.379 19.681 -0.6 -0.8 -0.3 0.067
Br 11.980 10.851 18.618 0.3 0.2 -0.5 0.605
C 13.364 11.114 17.205 -0.1 0.2 2.0 -0.653
C 14.377 12.098 17.729 -0.6 1.7 -0.1 -0.655
Br 15.768 12.268 16.355 0.0 0.0 0.2 0.666
H 12.883 11.446 16.347 -1.0 0.7 -1.4 0.002
H 13.739 10.137 17.042 0.6 -0.8 -0.1 0.038
H 14.845 11.716 18.632 0.1 0.2 0.0 0.051
H 13.968 13.185 17.868 0.8 -2.4 -0.1 0.052
```
Forces are in eV/Å.

Summary:
SMILES string = COCCOCCOC.COCCOCCOC.BrCCBr.BrCCBr.BrCCBr.BrCCBr
net charge = 0

So what do the calculations give for calculated total energy? Going down the list: -189550.73126 -594073.60696 eV.